Entry 1:
7
Properties=species:S:1:pos:R:3:nbo_charge:R:1 method="wB97M-V/def2-TZVPD" total_charge=-2 de_lowest_kj_mol=0.0 total_energy_ev=-18429.29896 e_lumo_ha=0.1828 gap_ev=3.731
N -3.123 4.174 -0.865 0.0360
N -2.444 4.638 -1.632 -0.0360
O -2.723 -1.720 -1.557 -1.1322
O -2.793 0.409 -0.094 -1.1358
O -4.214 0.246 -2.205 -1.1417
P -3.185 -0.337 -1.315 2.4097
H 18.483 -7.410 7.670 -1.0000

---

Entry 2:
134
Properties=species:S:1:pos:R:3:lowdin_charge:R:1 method="wB97M-V/def2-TZVPD" total_charge=+1 de_lowest_kj_mol=0.0 total_energy_ev=-283851.78364 e_lumo_ha=-0.1428 gap_ev=6.884
C -3.457 -0.609 -6.002 -0.0762
C -4.342 -1.280 -4.807 -0.2660
O -3.792 -1.039 -3.485 -0.3050
P -4.249 0.467 -2.847 0.7387
O -5.683 0.315 -2.266 -0.3167
C -3.064 1.082 -1.480 -0.1492
C -3.558 0.352 -0.130 -0.1861
N -2.552 -0.003 0.854 -0.0415
C -1.152 0.406 0.772 -0.1479
N -0.361 -0.249 -0.071 0.0201
C -0.776 -1.369 -0.962 -0.5812
Br -1.584 -3.010 -0.136 0.6755
C -0.610 -1.397 -2.365 -0.5824
C 0.047 -0.192 -3.173 -0.0978
Br -1.148 -3.002 -3.428 0.7558
C 1.075 0.110 -0.107 -0.1791
C 1.576 1.452 -0.729 -0.0078
C 3.112 1.682 -0.729 -0.0172
C 4.110 0.661 -0.141 0.0024
C 3.595 -0.680 0.451 -0.0152
C 2.076 -0.944 0.475 0.0024
N -1.004 1.424 1.761 -0.0539
N 0.068 2.281 1.836 0.1085
C -1.955 1.312 2.909 -0.3387
C -1.488 0.769 4.333 -0.5848
I -2.527 1.236 6.233 0.9060
C -0.365 -0.111 4.553 -0.6799
C 0.519 -0.682 3.364 -0.1563
I 0.240 -0.788 6.564 0.7916
S -2.788 2.944 3.106 0.8344
O -1.933 3.786 4.051 -0.3354
O -4.144 2.896 3.798 -0.3178
C -3.081 3.986 1.609 -0.3179
F -3.916 3.417 0.607 0.0587
F -3.842 5.105 2.092 0.0776
C -1.834 4.646 0.859 -0.3274
F -2.347 5.823 0.218 0.0842
F -0.793 5.106 1.670 0.1212
F -1.386 3.838 -0.240 0.0564
C -2.778 0.012 2.320 -0.1835
C -4.146 -0.448 2.989 -0.0626
C -5.494 0.293 2.628 -0.3400
O -6.201 0.560 3.894 -0.0954
C -6.558 -0.600 1.762 -0.2066
N -7.860 0.124 1.697 -0.0172
O -4.235 1.719 -4.023 -0.2735
C -5.556 1.922 -4.598 -0.2939
C -6.448 3.010 -3.776 -0.0759
H -2.521 -0.089 -5.613 0.0630
H -3.088 -1.413 -6.748 0.0843
H -4.107 0.102 -6.638 0.0828
H -4.254 -2.419 -4.984 0.1226
H -5.452 -1.038 -4.917 0.1156
H -3.226 2.224 -1.473 0.0965
H -1.974 0.918 -1.753 0.0587
H -4.064 -0.628 -0.492 0.1182
H -4.453 0.993 0.226 0.1240
H -0.155 0.843 -2.749 0.0550
H 1.193 -0.348 -3.102 0.1131
H -0.195 -0.283 -4.294 0.0851
H 0.816 2.193 -1.174 0.1042
H 3.510 2.651 -1.177 0.1064
H 5.231 0.915 -0.156 0.0739
H 4.279 -1.496 0.875 0.1021
H 1.687 -1.937 0.902 0.1086
H 0.997 1.844 1.875 0.0946
H 0.042 2.908 2.663 0.1183
H 1.226 0.142 3.016 0.0756
H -0.048 -1.216 2.530 0.0634
H 1.218 -1.498 3.799 0.0791
H -2.082 -0.867 2.636 0.1429
H -3.988 -0.418 4.134 0.0991
H -4.279 -1.573 2.746 0.1464
H -5.391 1.331 2.138 0.1300
H -6.137 -0.282 4.413 0.1038
H -6.168 -0.808 0.696 0.1130
H -6.751 -1.558 2.363 0.1283
H -7.750 1.089 1.362 0.0737
H -8.364 0.100 2.589 0.0702
H -6.192 0.980 -4.688 0.0998
H -5.429 2.333 -5.662 0.1267
H -6.045 3.024 -2.705 0.0706
H -7.543 2.661 -3.832 0.0922
H -6.319 4.025 -4.302 0.0778
C -1.171 4.495 -3.818 -0.1345
C -1.209 5.159 -5.161 -0.1208
O -0.597 4.197 -6.010 0.0778
C -0.744 2.985 -5.414 -0.5411
O -0.491 1.937 -5.938 0.1473
O -1.216 3.112 -4.144 0.0275
H -2.019 4.775 -3.190 0.1341
H -0.244 4.701 -3.274 0.1345
H -2.229 5.341 -5.510 0.1394
H -0.656 6.099 -5.177 0.1408
C 1.354 -5.655 -3.296 -0.1560
C 1.072 -7.125 -3.228 -0.1240
O 2.323 -7.672 -2.830 0.0758
C 3.007 -6.684 -2.194 -0.5329
O 4.026 -6.848 -1.585 0.1518
O 2.386 -5.483 -2.336 0.0597
H 0.486 -5.047 -3.041 0.0394
H 1.728 -5.345 -4.277 0.1401
H 0.321 -7.373 -2.472 0.1375
H 0.755 -7.533 -4.189 0.1397
C 4.897 0.987 6.996 -0.1176
C 4.497 -0.310 6.363 -0.1395
O 3.907 0.097 5.136 0.0273
C 4.420 1.321 4.834 -0.5680
O 4.262 1.878 3.784 0.1457
O 5.136 1.828 5.874 0.0647
H 5.794 0.893 7.609 0.1417
H 4.098 1.423 7.601 0.1397
H 5.355 -0.953 6.145 0.1343
H 3.783 -0.867 6.971 0.1160
C 6.865 -4.427 -1.179 -0.1315
C 6.409 -5.328 -0.073 -0.1385
O 7.614 -5.614 0.625 0.0656
C 8.481 -4.599 0.362 -0.5520
O 9.527 -4.439 0.924 0.1514
O 8.004 -3.785 -0.621 0.0572
H 6.107 -3.696 -1.462 0.1319
H 7.173 -4.982 -2.071 0.1387
H 5.714 -4.832 0.611 0.1309
H 5.949 -6.243 -0.444 0.1100
C 7.609 0.755 3.335 -0.1136
C 7.246 -0.555 2.704 -0.1133
O 6.670 -0.163 1.465 0.0368
C 7.164 1.069 1.165 -0.5330
O 7.014 1.621 0.109 0.1360
O 7.849 1.594 2.213 0.0912
H 8.497 0.684 3.964 0.1441
H 6.790 1.179 3.923 0.1103
H 8.121 -1.181 2.505 0.1427
H 6.533 -1.123 3.303 0.1318

---

Entry 3:
11
Properties=species:S:1:pos:R:3:nbo_charge:R:1 method="wB97M-V/def2-TZVPD" total_charge=0 de_lowest_kj_mol=99.0 total_energy_ev=-34574.91270 e_lumo_ha=0.0098 gap_ev=9.081
C -2.482 -1.295 -0.261 0.1194
C 0.088 0.879 -1.125 -0.8879
C 1.749 0.016 0.906 -0.9473
N -2.449 -0.185 -0.546 -0.3071
P 1.161 -0.336 -0.875 0.7104
Cl -2.405 -2.726 0.370 0.1883
I -0.616 2.569 -0.014 0.1794
H 2.764 0.257 1.133 0.2393
H 0.966 0.842 1.133 0.2323
H 1.563 -0.871 1.483 0.2234
H -0.337 0.850 -2.204 0.2496

---

Entry 4:
48
Properties=species:S:1:pos:R:3:nbo_charge:R:1 method="wB97M-V/def2-TZVPD" total_charge=0 total_energy_ev=-36402.04837 e_lumo_ha=-0.0730 smiles="CB(O)c1cccc2c1C(=O)C=CC2=O.Fc1ccccc1.Fc1ccccc1" gap_ev=6.913
C 3.556 -2.986 -0.428 -1.0293
B 2.850 -1.566 0.104 1.0173
O 3.406 -0.221 -0.218 -0.8802
C 1.446 -1.781 0.989 -0.2859
C 1.565 -1.513 2.628 -0.2047
C 0.251 -1.749 3.581 -0.1834
C -1.139 -2.245 2.832 -0.1988
C -1.264 -2.472 1.213 -0.0954
C 0.061 -2.235 0.239 -0.1195
C -0.155 -2.490 -1.363 0.5249
O 0.488 -1.895 -2.369 -0.5587
C -1.349 -3.576 -1.784 -0.2458
C -2.541 -3.790 -0.915 -0.2483
C -2.682 -2.921 0.501 0.5034
O -3.895 -2.583 1.011 -0.5194
H 2.696 -3.808 -0.441 0.2444
H 3.887 -2.861 -1.559 0.2423
H 4.433 -3.347 0.270 0.2605
H 4.049 -0.415 -0.985 0.4956
H 2.561 -1.160 3.161 0.2513
H 0.299 -1.606 4.742 0.2579
H -2.075 -2.424 3.517 0.2552
H -1.195 -4.123 -2.809 0.2576
H -3.371 -4.552 -1.235 0.2596
F 1.302 4.171 -3.148 -0.3239
C 0.857 3.084 -3.791 0.3980
C 0.322 3.216 -5.068 -0.2953
C -0.137 2.084 -5.741 -0.1958
C -0.066 0.832 -5.124 -0.2342
C 0.469 0.710 -3.841 -0.1979
C 0.938 1.841 -3.173 -0.2911
H 0.266 4.197 -5.527 0.2246
H -0.550 2.175 -6.742 0.2142
H -0.428 -0.051 -5.648 0.2122
H 0.520 -0.264 -3.361 0.2519
H 1.365 1.764 -2.178 0.2322
F -0.460 0.811 5.016 -0.3295
C -0.924 1.837 4.291 0.3953
C -1.674 1.584 3.148 -0.2840
C -2.162 2.653 2.396 -0.1883
C -1.884 3.964 2.790 -0.2273
C -1.126 4.208 3.936 -0.1936
C -0.648 3.139 4.694 -0.2876
H -1.873 0.559 2.853 0.2351
H -2.756 2.465 1.505 0.2225
H -2.261 4.797 2.200 0.2172
H -0.908 5.229 4.238 0.2184
H -0.065 3.311 5.592 0.2260